# C44H104Cl3N2O18PS4

11 unconnected molecules or ions with the total composition C44H104Cl3N2O18PS4 (the ωB97M-V functional and the def2-TZVPD basis, OMol25).

Atoms and positions in Å:
C 3.40 1.78 3.56
C 3.72 3.10 2.88
O 2.90 3.27 1.74
C 3.51 3.91 0.62
C 2.75 5.17 0.24
O 1.68 4.82 -0.63
C 0.42 5.38 -0.42
C -0.60 4.21 -0.27
N -0.65 3.93 1.14
C -0.20 2.98 -1.13
P 0.10 3.54 -2.89
O 1.38 3.00 -3.42
C -1.17 1.74 -1.00
C -1.00 0.84 -2.26
C 0.44 0.32 -2.55
C 0.51 -1.23 -2.54
C 1.05 -1.78 -1.22
S 1.73 -3.41 -1.38
O 2.72 -3.49 -2.40
O 2.08 -3.87 -0.07
Cl 0.07 -4.50 -1.89
C -0.78 0.81 0.18
Cl 0.69 1.15 1.04
C -1.42 -0.29 0.59
C -0.99 -1.14 1.75
Cl -2.88 -0.85 -0.17
C -2.66 2.22 -0.89
C -3.34 2.28 0.47
C -4.85 2.53 0.29
C -5.58 2.55 1.63
S -5.41 1.10 2.70
C -6.28 -0.20 1.89
S -7.15 0.01 0.54
N -6.21 -1.46 2.53
C -4.85 -1.90 2.87
C -4.83 -3.32 3.44
C -7.19 -1.59 3.63
C -6.78 -1.05 5.01
O -2.85 3.48 -1.60
S -2.23 4.80 -0.93
O -3.03 5.28 0.15
O -2.04 5.69 -2.04
H 4.22 1.47 4.20
H 2.51 1.85 4.18
H 3.25 0.99 2.81
H 3.53 3.91 3.60
H 4.78 3.12 2.62
H 3.46 3.21 -0.21
H 4.55 4.19 0.84
H 3.44 5.81 -0.32
H 2.40 5.63 1.16
H 0.34 5.99 0.49
H 0.17 6.04 -1.25
H -1.19 4.63 1.62
H -1.00 3.01 1.36
H 0.82 2.71 -0.86
H -1.02 3.23 -3.68
H 0.13 4.93 -2.93
H -1.60 -0.05 -2.10
H -1.44 1.31 -3.14
H 1.16 0.70 -1.82
H 0.71 0.63 -3.55
H 1.19 -1.53 -3.33
H -0.45 -1.67 -2.79
H 1.83 -1.16 -0.78
H 0.23 -1.94 -0.52
H -1.61 -2.04 1.80
H -1.13 -0.59 2.69
H 0.05 -1.43 1.68
H -3.24 1.51 -1.47
H -2.96 3.07 1.12
H -3.26 1.35 1.02
H -5.25 1.73 -0.33
H -5.03 3.49 -0.18
H -5.23 3.40 2.22
H -6.65 2.70 1.46
H -4.29 -1.92 1.93
H -4.34 -1.23 3.56
H -5.00 -3.33 4.52
H -5.56 -3.94 2.92
H -3.86 -3.76 3.27
H -7.42 -2.66 3.72
H -8.11 -1.11 3.31
H -5.96 -0.34 4.96
H -7.62 -0.57 5.51
H -6.45 -1.87 5.66
C 5.27 4.36 -4.52
C 4.82 4.30 -3.07
O 4.99 5.55 -2.41
H 6.32 4.66 -4.58
H 5.15 3.39 -5.00
H 4.69 5.10 -5.07
H 5.42 3.58 -2.52
H 3.78 3.99 -3.01
H 4.45 6.20 -2.87
C -9.74 3.37 -1.80
C -8.72 2.27 -1.63
O -9.34 0.98 -1.65
H -10.49 3.32 -1.00
H -9.27 4.36 -1.77
H -10.27 3.28 -2.75
H -8.21 2.35 -0.67
H -7.96 2.32 -2.42
H -9.78 0.89 -2.50
C 1.72 2.77 -7.71
C 0.98 1.63 -7.04
O 1.33 1.50 -5.67
H 2.80 2.61 -7.62
H 1.46 2.84 -8.76
H 1.49 3.72 -7.22
H 1.22 0.68 -7.51
H -0.11 1.78 -7.13
H 1.11 2.32 -5.20
C 4.36 -6.85 0.80
C 3.97 -6.73 2.26
O 4.19 -5.41 2.75
H 5.41 -6.59 0.65
H 4.19 -7.86 0.44
H 3.76 -6.16 0.19
H 4.57 -7.40 2.87
H 2.92 -7.00 2.39
H 3.66 -4.80 2.23
C 3.84 8.59 2.74
C 4.66 7.34 2.99
O 4.92 6.63 1.78
H 2.89 8.34 2.26
H 3.62 9.11 3.68
H 4.37 9.28 2.08
H 4.12 6.65 3.63
H 5.60 7.59 3.48
H 5.42 7.21 1.19
C 3.17 10.13 -4.25
C 4.22 9.09 -3.92
O 3.70 7.76 -3.99
H 2.32 10.04 -3.58
H 3.58 11.14 -4.17
H 2.80 10.00 -5.27
H 4.58 9.22 -2.90
H 5.08 9.18 -4.59
H 3.39 7.61 -4.89
C -2.42 -6.31 7.31
C -3.42 -5.23 6.95
O -3.65 -5.15 5.54
H -1.47 -6.13 6.80
H -2.24 -6.33 8.38
H -2.79 -7.29 7.01
H -3.04 -4.24 7.24
H -4.37 -5.39 7.47
H -4.00 -6.01 5.26
C 4.30 -7.14 -3.20
C 5.34 -8.15 -2.76
O 4.78 -9.44 -2.55
H 3.51 -7.08 -2.45
H 4.74 -6.15 -3.32
H 3.84 -7.44 -4.14
H 5.77 -7.84 -1.80
H 6.16 -8.22 -3.48
H 4.40 -9.74 -3.38
C 5.91 -11.36 2.03
C 4.60 -11.03 2.72
O 3.90 -9.97 2.08
H 6.55 -10.47 1.99
H 6.44 -12.15 2.55
H 5.73 -11.68 1.00
H 4.78 -10.69 3.74
H 3.96 -11.92 2.77
H 3.72 -10.24 1.17
C -2.53 -7.11 0.40
C -3.50 -6.01 0.00
O -3.46 -4.91 0.90
H -2.76 -7.46 1.41
H -2.57 -7.95 -0.28
H -1.50 -6.72 0.41
H -4.52 -6.39 0.00
H -3.28 -5.66 -1.02
H -2.56 -4.57 0.90

ΔE to the lowest compared entry with this formula, charge and spin: 0.0 kcal per mole
Largest force on an atom: 1.37 eV Å⁻¹
Frontier orbital gap: 8.44 eV
SMILES: CCOCCOC[C@]1(N)[C@H]([PH2]=O)[C@@](CCCCS(=O)(=O)Cl)(/C(Cl)=C(/C)Cl)[C@@H](CCCSC(=S)N(CC)CC)OS1(=O)=O.CCO.CCO.CCO.CCO.CCO.CCO.CCO.CCO.CCO.CCO
HOMO level: -0.3026 Eh